(1)
The following is a quantum chemistry calculation of a cluster of 2 separate species, H4O4P2S3 in total, from the OMol25 dataset.

Computed properties:
total charge = 0

```
13
H4O4P2S3 the ωB97M-V functional and the def2-TZVPD basis
O -1.04906 -0.74675 -1.32740
O -3.03635 0.58877 -0.28957
O 2.66986 -0.19334 1.79284
O -1.60748 -0.89150 1.31540
P -1.60364 -0.04773 0.12980
P 2.71286 0.10186 0.25087
S -0.28409 1.53699 0.13772
S 1.76675 -1.17622 -0.72286
S 3.49803 1.77703 -0.29785
H -1.31996 -1.65800 -1.26906
H -3.71756 -0.00318 -0.59234
H 2.38340 -1.08357 2.08633
H -0.41275 1.79564 -1.21388
```

(2)
The following is a quantum chemistry calculation of a structure of composition H4O5PS, from the OMol25 dataset.

Computed properties:
total charge = -1

```
11
H4O5PS the ωB97M-V functional and the def2-TZVPD basis
O -3.51735 1.32513 0.95407
O -1.99130 1.74098 -0.80076
O 0.41100 0.52921 -1.46762
O 0.46845 -0.69301 0.65955
O 0.41685 -1.97978 -1.42054
P -0.40925 -0.75890 -0.71131
S -2.34465 0.86057 0.29537
H 0.01645 1.34224 -1.26873
H 0.24081 0.16250 1.28298
H 1.29557 -1.82415 -1.40856
H -0.50670 1.23840 1.65049
```

(3)
The following is a quantum chemistry calculation of a cluster of 2 separate species, H4OS in total, from the OMol25 dataset.

Computed properties:
total charge = 0
structure (SMILES) = O.S

```
6
H4OS the ωB97M-V functional and the def2-TZVPD basis
O -1.75019 0.43778 0.55798
H -2.40173 -0.09780 1.06481
H -1.70266 0.00199 -0.32298
S 2.55596 -0.20358 -0.55062
H 1.57983 -0.97672 -0.03961
H 1.71877 0.83832 -0.70956
```

(4)
The following is a quantum chemistry calculation of a cluster of 2 separate species, H4OS2 in total, from the OMol25 dataset.

Computed properties:
total charge = 0
structure (SMILES) = SS.O

```
7
H4OS2 the ωB97M-V functional and the def2-TZVPD basis
S -0.71937 1.08925 0.10110
S 1.05226 0.34190 -0.76622
H -1.35584 1.10096 -1.12808
H 1.90390 0.37731 0.33839
H -1.31055 -1.93564 1.04481
H -0.64551 -3.19285 0.68869
O -0.48977 -2.40602 1.21226
```

(5)
The following is a quantum chemistry calculation of a cluster of 2 separate species, H4S2 in total, from the OMol25 dataset.

Computed properties:
total charge = 0
structure (SMILES) = S.S

```
6
H4S2 the ωB97M-V functional and the def2-TZVPD basis
S 0.07878 -1.45461 -0.50126
H -0.46223 -2.57725 -1.00987
H -0.60025 -1.58843 0.65317
S 0.73003 2.34656 0.24615
H -0.22296 1.86035 -0.57063
H 0.47661 1.41338 1.18246
```

(6)
The following is a quantum chemistry calculation of a cluster of 2 separate species, H4S3 in total, from the OMol25 dataset.

Computed properties:
total charge = 0
structure (SMILES) = SS.S

```
7
H4S3 the ωB97M-V functional and the def2-TZVPD basis
S -1.94981 -1.69389 -2.26985
H -0.69786 -1.28273 -2.55908
H -1.80702 -1.81005 -0.93390
S 0.00480 1.14900 1.24464
S 1.63535 1.01059 2.40919
H 0.21865 2.18306 0.43209
H 2.59589 0.44403 1.67691
```

Respective energy above the lowest of the compared OMol25 structures with the same formula, charge and spin values: 26.40 56.70 2.32 10.62 0.64 4.14 kcal/mol.